Here is a molecular structure, C9H8N3S5Tm from OMol25. Energies are from the ωB97M-V functional and the def2-TZVPD basis.

## Properties
Kohn-Sham gap (spin up / spin down): 5.28 / 5.29 eV
Expectation value of S²: 2.00
Charge: 0
E: -3588.13203 Eh
HOMO energy (spin up / spin down): -6.824 / -6.833 eV
Spin multiplicity: 3

```
26
Properties=species:S:1:pos:R:3:lowdin_charge:R:1
Tm 1.13669 -1.75291 0.57645 0.819
C 4.59104 2.61061 0.46651 -0.399
S 3.08596 2.67271 1.48497 0.899
C 2.08429 1.46807 0.76466 -1.001
S 2.74308 -1.04797 2.35292 -0.339
N 0.85275 1.42990 1.12076 -0.082
N 0.06189 0.40521 0.83313 -0.142
C -1.19465 0.59927 0.54715 -0.074
C -2.02378 -0.52781 0.23475 -0.260
C -3.31660 -0.33119 -0.27455 0.006
C -4.08512 -1.41786 -0.62170 -0.034
C -3.56102 -2.69649 -0.43831 -0.039
C -2.28023 -2.81415 0.06368 -0.129
N -1.50595 -1.77692 0.39304 0.009
H 5.25939 3.36148 0.87568 0.037
H 4.34008 2.84385 -0.56326 0.026
H 5.04194 1.62664 0.54578 0.032
H -1.59469 1.60194 0.43771 0.138
H -3.66771 0.67768 -0.42464 0.122
H -5.06969 -1.28676 -1.04073 0.115
H -4.13391 -3.57519 -0.69063 0.110
H -1.83946 -3.79772 0.19429 0.115
S 0.48639 1.84265 -2.24694 0.589
C 1.16677 0.45693 -1.75147 -1.677
S 2.70339 0.55406 -0.68882 0.730
S 0.71915 -1.12601 -2.15042 0.430
```

Here is a molecular structure, C33H27BrClN6O2ReSe from OMol25. Energies are from the ωB97M-V functional and the def2-TZVPD basis.

## Properties
Kohn-Sham gap (spin up / spin down): 5.80 / 5.79 eV
Expectation value of S²: 0.79
Charge: +1
Energy above the lowest of the compared OMol25 structures with the same formula, charge and spin: 0.9777 eV
E: -7266.45278 Eh
HOMO energy (spin up / spin down): -10.116 / -10.021 eV
Spin multiplicity: 2

```
72
Properties=species:S:1:pos:R:3:lowdin_charge:R:1
Re 0.45110 0.09357 -0.10404 1.567
C 3.48752 -0.53744 0.80495 -0.013
O 2.32179 0.29666 0.96504 -0.270
C 2.51267 1.59597 1.44623 -0.212
C 3.72058 2.10926 1.86615 0.000
C 3.74459 3.41890 2.33620 -0.054
C 2.58417 4.17580 2.39327 -0.057
C 1.37172 3.64388 1.97746 0.003
C 1.34333 2.35072 1.48642 -0.194
N 0.19853 1.67432 0.99398 -0.137
N -0.97184 2.19344 1.34992 0.160
C -2.02459 1.43761 1.44108 -0.143
C -1.92415 -0.01944 1.67213 -0.288
O -0.88008 -0.67508 1.42389 -0.105
C -3.03434 -0.66273 2.31368 0.011
C -4.20326 -0.01147 2.48002 0.035
C -4.40528 1.36112 2.08208 -0.165
C -5.65937 1.96446 2.19118 -0.010
C -5.83670 3.27392 1.79014 -0.050
C -4.76185 3.99392 1.27494 -0.042
C -3.51340 3.40921 1.16283 -0.005
C -3.32368 2.09374 1.57592 -0.114
H 3.95544 -0.69055 1.77528 0.111
H 3.13141 -1.47881 0.40286 0.082
H 4.18029 -0.06520 0.10988 0.109
H 4.62911 1.52619 1.83607 0.116
H 4.68371 3.84338 2.66261 0.115
H 2.62191 5.19076 2.76368 0.114
H 0.45755 4.21841 2.01535 0.118
H -2.90716 -1.69865 2.59610 0.122
H -5.04694 -0.53612 2.91422 0.130
H -6.49074 1.39405 2.58643 0.120
H -6.81055 3.73755 1.86856 0.113
H -4.90503 5.01518 0.94864 0.115
H -2.68532 3.95793 0.73507 0.118
Cl -0.73463 6.01357 -3.62683 0.672
C -0.06916 4.48833 -3.13528 -0.669
C -0.55817 3.31616 -3.69004 -0.094
C -0.02740 2.10212 -3.28782 -0.064
C 0.98342 2.03804 -2.32965 -0.310
C 1.50177 0.72045 -1.82845 -0.244
C 1.46780 3.23418 -1.80284 -0.055
C 0.94936 4.45754 -2.19732 -0.098
H -1.35008 3.35610 -4.42499 0.110
H -0.42268 1.18707 -3.71548 0.106
H 2.55438 0.82560 -1.53693 0.067
H 1.47673 -0.02523 -2.62868 0.059
H 2.27072 3.21411 -1.07329 0.108
H 1.33309 5.38172 -1.78688 0.107
N 0.91862 -3.94370 -1.43364 0.095
C 0.80573 -4.21733 -0.09460 -0.060
C 0.70524 -3.01250 0.52195 -0.128
N 0.75287 -2.01615 -0.43422 -0.102
C 0.86622 -2.61695 -1.60291 -0.199
H 0.92400 -4.61575 -2.18267 0.168
H 0.81292 -5.21851 0.29588 0.124
H 0.58582 -2.78777 1.56690 0.111
H 0.86823 -2.13943 -2.56541 0.089
Se -3.76908 1.00766 -2.29257 0.677
C -2.24769 0.50111 -1.61501 -0.882
N -1.21454 0.17270 -1.14830 -0.082
Br -1.65664 -2.42259 -4.12603 0.744
C -2.77259 -2.72105 -2.60367 -0.749
C -4.14514 -2.63834 -2.77876 -0.130
C -4.93352 -2.85075 -1.66271 -0.057
C -4.32353 -3.12528 -0.44675 -0.057
C -2.94303 -3.18321 -0.39993 -0.139
N -2.16697 -2.98670 -1.46936 0.048
H -4.56642 -2.40523 -3.74475 0.106
H -6.01092 -2.79459 -1.74180 0.118
H -4.90736 -3.29821 0.44684 0.107
H -2.42082 -3.40050 0.52515 0.101
```

Here is C2HClF2O in the gas phase from OMol25. Energies are from the ωB97M-V functional and the def2-TZVPD basis.

## Properties
Kohn-Sham gap: 10.75 eV
Charge: 0
Energy above the lowest of the compared OMol25 structures with the same formula, charge and spin: 0.2755 eV
E: -811.94514 Eh
HOMO energy: -11.332 eV
SMILES: O=CC(F)(F)Cl

```
7
Properties=species:S:1:pos:R:3:lowdin_charge:R:1
C -0.44130 0.29630 0.22443 -0.907
C 0.83144 -0.35715 -0.31656 -0.153
H 0.78686 -0.46363 -1.39734 0.127
O 1.86864 -0.64812 0.30150 0.089
F -0.32200 0.59625 1.48330 0.088
F -0.83353 1.36592 -0.48562 0.057
Cl -1.89012 -0.78957 0.19028 0.700
```

Here is 11 unconnected molecules or ions with the total composition C54H129N7O4 from OMol25. Energies are from the ωB97M-V functional and the def2-TZVPD basis.

## Properties
Kohn-Sham gap: 8.33 eV
Charge: 0
Energy above the lowest of the compared OMol25 structures with the same formula, charge and spin: 0.0000 eV
E: -2819.00874 Eh
HOMO energy: -7.925 eV
SMILES: CCN(CC)CC.CCN(CC)CC.CCN(CC)CC.CCN(CC)CC.CCN(CC)CC.CCN(CC)CC.CCN(CC)CC.CC(C)=O.CC(C)=O.CC(C)=O.CC(C)=O

```
194
Properties=species:S:1:pos:R:3:lowdin_charge:R:1
C -2.69287 2.49914 -1.95359 -0.077
C -4.11577 2.49211 -2.55135 -0.247
N -4.34153 1.64188 -3.70370 -0.185
C -3.64718 2.15393 -4.88623 -0.257
C -4.32626 1.71756 -6.17903 -0.091
C -4.08134 0.21946 -3.46769 -0.245
C -5.16249 -0.36763 -2.58207 -0.075
H -2.61523 1.68198 -1.23457 0.044
H -2.59293 3.41667 -1.37062 0.063
H -1.87749 2.44040 -2.67286 0.069
H -4.81682 2.26955 -1.74130 0.104
H -4.39851 3.51732 -2.80437 0.109
H -3.60984 3.23905 -4.78648 0.112
H -2.59199 1.83391 -4.91224 0.106
H -4.32107 0.63912 -6.33284 0.042
H -5.36513 2.05346 -6.17654 0.073
H -3.85860 2.14664 -7.06760 0.073
H -3.07407 0.10599 -3.04232 0.084
H -4.12654 -0.27291 -4.43852 0.096
H -5.15378 0.10769 -1.59756 0.048
H -5.06175 -1.44241 -2.40692 0.055
H -6.16740 -0.21605 -2.97718 0.082
C 4.38679 -1.68808 1.76679 -0.076
C 3.25889 -1.54867 2.78726 -0.270
N 3.63278 -0.65474 3.88452 -0.165
C 2.61593 -0.76569 4.96131 -0.239
C 2.68608 -2.10709 5.69779 -0.080
C 3.64991 0.71437 3.37029 -0.275
C 3.84426 1.85763 4.35720 -0.085
H 5.33023 -1.85489 2.28792 0.080
H 4.48097 -0.80310 1.13640 0.049
H 4.18873 -2.55288 1.13148 0.065
H 2.33843 -1.27940 2.24338 0.101
H 3.07107 -2.51549 3.25704 0.083
H 2.87673 0.01361 5.67619 0.096
H 1.63263 -0.56475 4.51431 0.112
H 3.68842 -2.52187 5.60320 0.079
H 2.46353 -1.93397 6.75037 0.065
H 1.95640 -2.81604 5.30702 0.058
H 2.76578 0.90379 2.73982 0.084
H 4.45759 0.76358 2.63468 0.098
H 4.03220 2.77961 3.80700 0.066
H 4.62585 1.65187 5.08997 0.083
H 2.94522 2.05257 4.94872 0.048
C 3.73673 5.38127 6.43297 -0.098
C 2.66273 5.56717 5.38045 -0.258
N 1.37225 5.01835 5.79846 -0.199
C 0.83348 5.75058 6.94188 -0.264
C -0.34942 5.06593 7.63612 -0.093
C 0.41007 4.92147 4.70364 -0.252
C 0.76824 3.78252 3.74577 -0.084
H 3.83818 6.24845 7.08910 0.066
H 4.72076 5.26654 5.97182 0.070
H 3.57513 4.50461 7.05959 0.079
H 2.55547 6.62501 5.09097 0.119
H 2.94672 5.03625 4.47007 0.092
H 1.61868 5.82830 7.69360 0.101
H 0.51593 6.76760 6.66121 0.119
H -1.27085 5.18608 7.06565 0.058
H -0.16471 4.01660 7.85525 0.077
H -0.50408 5.61690 8.56666 0.070
H 0.24072 5.89055 4.20721 0.121
H -0.55776 4.65674 5.13457 0.097
H 1.05370 2.90494 4.32073 0.067
H 1.57102 4.07586 3.07275 0.057
H -0.17682 3.56715 3.24351 0.062
C -0.15067 0.83625 1.99178 -0.065
C -0.79516 0.60779 0.62241 -0.233
N -0.21466 -0.57068 -0.02291 -0.153
C 1.14942 -0.34769 -0.47726 -0.233
C 1.89271 -1.65096 -0.71887 -0.065
C -1.03716 -1.03131 -1.15371 -0.228
C -2.41440 -1.45403 -0.65957 -0.076
H -0.81086 1.46557 2.58655 0.052
H 0.80784 1.32414 1.81423 0.040
H 0.02460 -0.12139 2.47955 0.067
H -1.87155 0.48824 0.73558 0.081
H -0.66536 1.48153 -0.03522 0.099
H 1.68477 0.19193 0.30969 0.090
H 1.24516 0.29076 -1.37007 0.095
H 2.93963 -1.46562 -0.94318 0.071
H 1.40812 -2.27283 -1.47214 0.023
H 1.85177 -2.30620 0.15786 0.057
H -1.05554 -0.26932 -1.95049 0.100
H -0.57802 -1.91575 -1.59839 0.096
H -3.09534 -0.60614 -0.54124 0.041
H -2.92534 -2.04762 -1.42067 0.054
H -2.35192 -1.98173 0.28840 0.064
C -3.19293 -2.55245 5.19023 -0.075
C -2.94265 -1.50326 4.09844 -0.263
N -3.89556 -0.39701 4.20457 -0.188
C -3.49990 0.53384 5.26133 -0.261
C -4.65775 1.40366 5.75215 -0.084
C -4.06294 0.31964 2.93980 -0.243
C -4.81308 -0.48938 1.90362 -0.077
H -4.26682 -2.69180 5.31796 0.076
H -2.82394 -2.24733 6.16934 0.063
H -2.72961 -3.48565 4.86785 0.059
H -1.90922 -1.13198 4.17349 0.111
H -3.07272 -2.00561 3.14171 0.086
H -3.10630 0.01807 6.13797 0.108
H -2.65738 1.14004 4.88793 0.113
H -5.48757 0.78465 6.08108 0.077
H -4.29046 1.98053 6.60674 0.070
H -4.94503 2.16515 5.02838 0.059
H -3.08946 0.69560 2.58711 0.098
H -4.62891 1.22329 3.17420 0.103
H -4.26250 -1.40143 1.64966 0.047
H -4.96683 -0.01985 0.93125 0.058
H -5.77578 -0.87429 2.24354 0.081
C 2.11714 -5.63622 -6.71414 -0.092
C 2.82123 -4.57963 -5.87624 -0.254
N 1.93545 -4.04569 -4.83001 -0.185
C 1.57951 -5.05210 -3.82820 -0.235
C 0.48411 -4.55414 -2.90466 -0.071
C 2.44218 -2.83172 -4.22774 -0.273
C 3.67776 -2.94394 -3.32891 -0.068
H 2.10787 -6.61029 -6.23010 0.064
H 2.55053 -5.77432 -7.70655 0.071
H 1.08338 -5.33034 -6.89442 0.068
H 3.74735 -5.02894 -5.48287 0.112
H 3.18203 -3.72145 -6.44677 0.112
H 1.23929 -5.96752 -4.30974 0.106
H 2.48412 -5.32438 -3.26552 0.114
H -0.41119 -4.25322 -3.44840 0.061
H 0.14839 -5.31742 -2.20445 0.072
H 0.92845 -3.73665 -2.33560 0.027
H 1.61377 -2.34194 -3.70439 0.084
H 2.70227 -2.12015 -5.01977 0.103
H 3.58722 -3.64907 -2.50129 0.070
H 3.98641 -1.96560 -2.96496 0.057
H 4.52095 -3.32179 -3.91815 0.075
C 0.14642 4.08647 -1.12935 -0.086
C 1.36526 4.44888 -0.27092 -0.231
N 2.65930 4.23993 -0.92219 -0.188
C 3.07751 2.84437 -0.94014 -0.250
C 3.59520 2.38803 0.41568 -0.076
C 2.82224 4.95132 -2.17223 -0.279
C 2.68081 6.46137 -2.01562 -0.090
H 0.19561 3.03522 -1.41982 0.048
H 0.14529 4.66147 -2.05534 0.070
H -0.74824 4.25826 -0.53153 0.068
H 1.31743 5.46537 0.12383 0.110
H 1.33729 3.82426 0.62381 0.083
H 2.24591 2.19803 -1.25027 0.084
H 3.89923 2.65375 -1.63367 0.105
H 2.82540 2.49411 1.18239 0.041
H 3.79153 1.31334 0.32852 0.060
H 4.51333 2.86114 0.75955 0.085
H 2.16822 4.52903 -2.95350 0.104
H 3.84197 4.78136 -2.52748 0.113
H 3.32362 6.70686 -1.16610 0.081
H 1.67900 6.82854 -1.78478 0.064
H 3.00751 7.01796 -2.89296 0.069
C -0.84035 -3.87498 2.18269 -0.008
C 0.61019 -4.18102 1.90544 -0.471
O 1.47488 -4.00642 2.72385 0.068
C 0.88146 -4.78313 0.54543 -0.019
H -1.36872 -4.63760 2.75514 0.092
H -1.42131 -3.77366 1.25897 0.049
H -0.95705 -2.90428 2.66939 0.064
H 0.12080 -5.49652 0.22911 0.079
H 1.87349 -5.21248 0.41392 0.092
H 0.82020 -3.96689 -0.18126 0.045
C -0.52243 -2.20971 -6.87712 -0.010
C -1.65303 -1.63777 -6.05752 -0.460
O -2.40293 -0.80356 -6.51392 0.064
C -1.71116 -1.98813 -4.58347 -0.005
H -0.72749 -3.25258 -7.12775 0.087
H 0.39293 -2.15343 -6.28547 0.060
H -0.36503 -1.65858 -7.80200 0.083
H -2.71449 -2.34739 -4.34629 0.080
H -1.50578 -1.10517 -3.97837 0.064
H -1.01599 -2.76060 -4.24958 0.044
C -4.36535 -6.29561 -0.41502 -0.022
C -3.68253 -5.19396 -1.17216 -0.493
O -2.64629 -4.71017 -0.79762 0.063
C -4.42022 -4.70886 -2.40810 -0.012
H -4.54217 -7.14310 -1.08126 0.088
H -5.34174 -5.95857 -0.05876 0.089
H -3.79899 -6.63412 0.44907 0.083
H -3.93964 -3.84996 -2.86928 0.054
H -5.43554 -4.48166 -2.07804 0.088
H -4.49272 -5.48735 -3.16957 0.088
C 4.07144 1.08694 -5.24756 -0.012
C 3.12153 0.77667 -4.13051 -0.488
O 3.51554 0.65670 -2.99222 0.049
C 1.64659 0.64671 -4.42868 -0.014
H 5.09501 0.93269 -4.91618 0.086
H 3.96427 2.13455 -5.54600 0.092
H 3.85750 0.51798 -6.15387 0.081
H 1.17319 -0.04979 -3.73232 0.058
H 1.44863 0.19192 -5.40077 0.073
H 1.09846 1.58494 -4.33701 0.090
```